{
  "formula": "C20H34ClILaP3",
  "method": "ωB97M-V/def2-TZVPD",
  "homo_energy_ha": -0.5210,
  "total_charge": 2,
  "total_energy_ha": -2595.60125,
  "homo_lumo_gap_ev": 7.270,
  "relative_energy_kcal_mol": 0.0,
  "symbols": ["C", "I", "H", "H", "H", "La", "P", "C", "C", "H", "H", "H", "H", "H", "H", "C", "H", "H", "H", "P", "C", "C", "H", "H", "H", "C", "H", "H", "H", "H", "H", "H", "Cl", "C", "P", "C", "C", "C", "C", "C", "C", "C", "C", "C", "C", "C", "C", "H", "H", "H", "H", "H", "H", "H", "H", "H", "H", "H", "H", "H"],
  "positions_angstrom": [[-1.27724, -0.30710, -6.72747], [-1.49153, -0.10153, -4.50737], [-0.20184, -0.22415, -6.90945], [-1.85138, 0.50363, -7.19547], [-1.68088, -1.29176, -6.98997], [-0.29501, -0.29674, -1.58843], [0.36845, 2.52785, -1.68894], [-1.07342, 3.64958, -1.68983], [1.44038, 3.35077, -0.45397], [1.55848, 4.39299, -0.77305], [1.29384, 4.15635, -3.21118], [2.41503, 2.85205, -0.44192], [2.17385, 2.59139, -3.33604], [-1.61836, 3.61655, -0.73607], [1.02440, 3.31308, 0.55958], [1.18836, 3.06416, -3.24993], [-0.69247, 4.66542, -1.87231], [0.59413, 2.77104, -4.12248], [-1.75791, 3.35039, -2.49309], [0.37119, -3.14158, -1.36554], [-1.08354, -4.21921, -1.08610], [1.14874, -3.92309, -2.83727], [2.44915, -3.30291, -0.12093], [1.62573, -4.89850, -0.25882], [1.07113, -3.65846, 0.91828], [1.48867, -3.82341, -0.08002], [2.12812, -3.46197, -3.01431], [1.26278, -4.99629, -2.63021], [-0.73042, -5.26240, -1.07449], [-1.81252, -4.06964, -1.89453], [0.52558, -3.76481, -3.72482], [-1.56702, -3.96853, -0.13293], [2.29685, -0.31216, -1.76443], [-2.70778, -0.24005, 1.89837], [-0.99227, 0.12066, 1.35279], [-0.73684, 1.70462, 2.25657], [-1.59703, 2.76695, 1.89350], [-1.46933, 4.01297, 2.51115], [-0.50561, 4.21724, 3.49944], [0.35526, 3.17186, 3.85768], [0.23335, 1.91975, 3.24926], [-0.01200, -1.07231, 2.32275], [-0.57844, -2.22126, 2.89562], [0.22014, -3.10561, 3.62710], [1.59573, -2.86740, 3.76201], [2.17541, -1.76825, 3.11529], [1.38596, -0.90836, 2.35442], [-3.38434, 0.53818, 1.53211], [-2.72717, -0.24881, 2.99964], [-3.02328, -1.21985, 1.50768], [-2.38904, 2.60416, 1.15908], [-2.14701, 4.83225, 2.23555], [-0.41926, 5.18471, 3.99734], [1.11533, 3.32072, 4.62971], [0.87568, 1.10317, 3.57874], [-1.64817, -2.42145, 2.78202], [-0.23509, -3.98360, 4.09442], [2.20990, -3.54948, 4.36260], [3.25107, -1.58962, 3.20994], [1.86345, -0.08215, 1.80877]],
  "forces_ev_per_a": [[0.2, -0.1, -0.1], [-0.4, 0.0, -1.3], [-0.4, 0.0, 0.1], [0.2, -0.2, 0.6], [0.1, 0.3, 0.4], [0.4, -0.2, 0.0], [0.4, 1.7, 0.0], [-0.2, 0.0, 0.0], [0.1, -0.3, 0.1], [0.0, -0.2, 0.2], [0.0, -0.3, -0.1], [-0.1, 0.2, 0.0], [-0.2, 0.1, 0.1], [0.2, 0.1, -0.3], [-0.1, 0.0, -0.2], [0.0, -0.3, 0.1], [-0.3, -0.2, 0.1], [0.1, 0.1, 0.2], [0.1, 0.2, 0.1], [0.6, -1.9, 0.4], [-0.1, 0.1, -0.2], [-0.2, 0.4, -0.1], [0.0, -0.2, 0.0], [0.0, 0.3, 0.0], [0.0, -0.1, -0.1], [0.0, 0.5, 0.2], [-0.2, -0.2, 0.1], [0.0, 0.3, -0.2], [-0.3, 0.3, 0.0], [0.1, -0.2, 0.2], [0.1, -0.2, 0.1], [0.1, -0.2, -0.2], [-0.2, 0.0, 0.0], [0.0, -0.3, -0.1], [-0.2, 0.3, 1.6], [-0.1, 0.7, -0.3], [0.5, -0.1, 0.4], [-0.3, 0.1, -0.1], [0.3, -0.3, 0.0], [-0.3, 0.1, -0.1], [-0.2, -0.1, -0.2], [0.5, -0.6, -0.7], [0.0, 0.1, 0.2], [0.2, 0.0, -0.1], [-0.3, 0.0, 0.0], [0.1, -0.2, 0.1], [0.0, 0.1, 0.1], [0.1, -0.2, 0.1], [0.0, 0.0, -0.4], [-0.1, 0.3, 0.2], [0.2, 0.1, 0.1], [0.3, -0.4, 0.1], [0.0, -0.3, -0.2], [-0.3, 0.0, -0.3], [-0.2, 0.3, -0.1], [0.4, 0.1, 0.2], [0.2, 0.3, -0.2], [-0.3, 0.4, -0.3], [-0.4, -0.1, -0.1], [-0.2, -0.3, 0.3]]
}

{
  "formula": "C20H34N3O6PSV",
  "method": "ωB97M-V/def2-TZVPD",
  "homo_energy_ha": [-0.0024, -0.0552],
  "total_charge": -2,
  "total_energy_ha": -3081.97405,
  "homo_lumo_gap_ev": [4.605, 6.039],
  "multiplicity": 4,
  "symbols": ["V", "N", "C", "S", "N", "N", "C", "C", "C", "C", "C", "C", "C", "O", "H", "H", "H", "H", "H", "H", "H", "C", "C", "C", "C", "O", "P", "O", "O", "O", "C", "C", "C", "C", "H", "H", "H", "H", "H", "H", "H", "H", "H", "H", "H", "H", "H", "H", "H", "H", "H", "H", "C", "C", "C", "C", "O", "H", "H", "H", "H", "H", "H", "H", "H", "H"],
  "positions_angstrom": [[-0.81339, -1.10274, -0.28387], [-4.94203, -2.63384, 2.02671], [-4.30523, -2.47211, 0.78360], [-4.89295, -3.47374, -0.45324], [-3.32605, -1.61685, 0.78924], [-2.65669, -1.24657, -0.31973], [-3.33883, -0.78951, -1.34207], [-2.76448, -0.43658, -2.60000], [-3.50906, 0.29976, -3.52802], [-3.03673, 0.57374, -4.80148], [-1.81205, 0.05205, -5.19137], [-1.04933, -0.68744, -4.30743], [-1.45220, -0.91360, -2.96648], [-0.69021, -1.55387, -2.15586], [-5.20113, -3.59885, 2.18722], [-4.39436, -2.23773, 2.77899], [-4.42193, -0.68067, -1.22879], [-4.48456, 0.67505, -3.23478], [-3.62144, 1.17472, -5.49117], [-1.44188, 0.24468, -6.19388], [-0.09427, -1.09077, -4.62501], [1.99875, 3.92184, -2.19550], [1.89765, 2.41053, -1.91625], [1.18985, 1.70622, -3.07720], [3.29743, 1.82139, -1.72702], [1.12743, 2.30232, -0.74361], [0.99598, 0.93410, 0.17882], [-0.26720, 1.16102, 0.92552], [1.28221, -0.27172, -0.63570], [2.33857, 1.07331, 1.13241], [2.38450, 1.79193, 2.33784], [3.87102, 1.83659, 2.73516], [1.84053, 3.20613, 2.14336], [1.56139, 1.06341, 3.40170], [2.57935, 4.11176, -3.09822], [2.47496, 4.41830, -1.35113], [1.00047, 4.33795, -2.31363], [1.77159, 1.78806, -3.99623], [0.20416, 2.14010, -3.23688], [1.05967, 0.65809, -2.82062], [3.87448, 1.91151, -2.64797], [3.19038, 0.77610, -1.45248], [3.81447, 2.33944, -0.92081], [4.44286, 2.37297, 1.98011], [4.25985, 0.82254, 2.79658], [3.99605, 2.33173, 3.69691], [2.40122, 3.71703, 1.36494], [1.90159, 3.77969, 3.06667], [0.80858, 3.12119, 1.81963], [2.04967, 0.13350, 3.68023], [0.60132, 0.82026, 2.95331], [1.41831, 1.68135, 4.28745], [-0.60083, -4.01741, 1.38296], [-0.19902, -2.73605, 2.14741], [1.17469, -2.95252, 2.83975], [-1.26399, -2.42749, 3.22086], [-0.09294, -1.68064, 1.28387], [-0.61102, -4.89649, 2.02781], [0.10027, -4.16745, 0.56082], [-1.58874, -3.86536, 0.95219], [1.21844, -3.89628, 3.38544], [1.35714, -2.13707, 3.53899], [1.94400, -2.93318, 2.06964], [-1.41392, -3.26079, 3.90937], [-2.18474, -2.18859, 2.69192], [-0.95764, -1.54443, 3.77898]],
  "forces_ev_per_a": [[2.6, 0.8, -0.3], [0.1, 0.2, 0.3], [0.3, 0.0, -0.1], [-0.2, -0.5, -0.8], [-0.9, 0.3, 1.7], [-2.7, -0.2, -1.3], [-0.8, -0.1, 0.6], [0.6, 0.0, -0.6], [0.1, 0.0, 0.0], [-0.4, 0.2, 0.0], [0.2, -0.1, 0.0], [0.0, 0.0, 0.0], [-0.7, 0.2, -0.9], [0.3, -0.3, -0.7], [0.0, 0.2, -0.1], [0.1, 0.0, 0.1], [0.3, 0.0, 0.0], [0.0, -0.1, 0.1], [0.0, -0.1, 0.1], [0.0, -0.1, 0.0], [0.0, 0.0, 0.1], [-0.1, -0.4, 0.2], [0.5, 0.3, -0.8], [0.0, 0.0, 0.3], [-0.2, 0.1, 0.1], [-0.3, -0.5, 0.6], [1.2, 1.8, 0.3], [0.0, -0.3, -0.1], [-0.4, -0.2, -0.3], [-0.5, -0.4, -0.8], [0.2, 0.5, 0.8], [-0.4, 0.0, -0.2], [0.1, -0.2, -0.1], [0.1, 0.0, -0.3], [0.0, 0.0, -0.1], [0.1, 0.1, 0.1], [-0.1, 0.0, 0.0], [0.0, 0.0, -0.1], [-0.1, 0.0, 0.0], [0.0, -0.1, -0.1], [0.0, 0.0, -0.1], [0.2, -0.1, -0.1], [0.1, 0.0, 0.1], [0.1, 0.1, -0.1], [0.0, -0.1, 0.1], [0.0, 0.0, 0.1], [0.1, 0.1, -0.1], [0.0, 0.0, 0.1], [-0.2, 0.2, 0.0], [0.1, -0.1, 0.1], [-0.2, 0.0, 0.2], [0.0, 0.1, 0.1], [0.1, 0.5, 0.1], [0.1, -0.7, 0.7], [-0.4, 0.1, -0.3], [0.2, 0.0, -0.3], [0.7, -0.7, 1.4], [0.0, -0.1, 0.1], [0.1, -0.1, 0.0], [-0.2, -0.1, -0.1], [0.0, -0.1, 0.1], [0.1, 0.1, 0.0], [0.1, 0.0, 0.0], [0.0, -0.1, 0.1], [-0.1, 0.0, 0.1], [0.1, 0.1, 0.1]]
}

{
  "formula": "C20H34N4O4",
  "method": "ωB97M-V/def2-TZVPD",
  "homo_energy_ha": -0.2913,
  "smiles": "CCCN(CCC)CCNc1c(NC2CCN(C(=O)OCC)CC2)c(=O)c1=O",
  "total_charge": 0,
  "total_energy_ha": -1302.48073,
  "homo_lumo_gap_ev": 8.436,
  "relative_energy_kcal_mol": 29.4,
  "symbols": ["C", "C", "C", "N", "C", "C", "C", "C", "C", "N", "C", "C", "N", "C", "C", "C", "N", "C", "O", "O", "C", "C", "C", "C", "C", "O", "C", "O", "H", "H", "H", "H", "H", "H", "H", "H", "H", "H", "H", "H", "H", "H", "H", "H", "H", "H", "H", "H", "H", "H", "H", "H", "H", "H", "H", "H", "H", "H", "H", "H", "H", "H"],
  "positions_angstrom": [[1.45524, 0.71865, 0.78702], [1.32810, -0.75298, 1.16519], [2.70605, -1.42191, 1.23214], [3.30558, -1.50985, -0.08942], [4.72520, -1.21308, -0.13364], [5.63871, -2.13866, 0.68387], [7.10057, -1.74300, 0.52384], [2.92400, -2.68823, -0.85212], [2.57554, -2.30204, -2.29848], [1.45911, -1.38504, -2.32621], [0.20100, -1.85016, -2.42787], [-1.06780, -1.31425, -2.20111], [-1.52476, -0.13876, -1.73323], [-2.93478, 0.06296, -1.46475], [-3.29595, 1.54223, -1.62734], [-2.73064, 2.38926, -0.48333], [-3.13767, 1.85705, 0.79581], [-4.03258, 2.45136, 1.62162], [-4.43989, 1.95193, 2.64361], [-4.39586, 3.67867, 1.18109], [-5.27143, 4.40892, 2.03849], [-4.51217, 5.10542, 3.15842], [-2.76147, 0.47896, 1.02854], [-3.33490, -0.42392, -0.06252], [-1.73825, -2.52219, -2.70602], [-2.89184, -2.85537, -2.85540], [-0.35982, -3.11604, -2.92978], [0.11099, -4.16468, -3.30665], [2.01010, 0.82676, -0.14291], [0.47804, 1.18606, 0.67659], [1.99492, 1.25892, 1.56152], [0.84626, -0.83940, 2.14096], [0.70385, -1.28027, 0.44013], [2.61065, -2.40954, 1.70691], [3.34995, -0.80918, 1.86602], [4.85696, -0.18460, 0.21795], [5.03535, -1.24491, -1.18158], [5.36093, -2.08906, 1.73856], [5.50648, -3.17141, 0.35515], [7.73984, -2.39959, 1.10892], [7.40293, -1.81012, -0.51903], [7.25904, -0.72061, 0.86050], [3.71508, -3.44829, -0.87117], [2.03915, -3.14161, -0.39934], [3.43041, -1.81486, -2.77398], [2.30530, -3.19271, -2.86572], [1.61329, -0.54072, -1.78974], [-0.87214, 0.48256, -1.27801], [-3.47532, -0.53397, -2.20558], [-4.38238, 1.63461, -1.62958], [-2.91829, 1.91444, -2.58048], [-1.63349, 2.40011, -0.51957], [-3.08231, 3.41642, -0.56565], [-5.76199, 5.13287, 1.38410], [-6.01307, 3.72169, 2.45800], [-5.20152, 5.70173, 3.74910], [-3.74193, 5.75376, 2.74695], [-4.04603, 4.36379, 3.80219], [-1.66804, 0.40864, 1.05189], [-3.14962, 0.19252, 2.00693], [-4.42299, -0.42092, 0.00718], [-2.98967, -1.44835, 0.08103]],
  "forces_ev_per_a": [[-0.1, -0.3, 0.0], [0.3, 0.1, 0.1], [-0.4, 0.0, 0.0], [-0.1, 0.0, 0.0], [0.1, -0.2, 0.2], [-0.1, 0.2, -0.2], [-0.2, -0.1, 0.1], [0.0, 0.1, -0.4], [0.3, -0.4, 0.3], [-0.3, 0.3, 0.1], [-0.3, 0.4, 0.0], [0.5, 0.1, 0.1], [0.5, 0.0, -0.1], [-0.6, 0.0, 0.0], [0.2, -0.1, 0.1], [-0.2, 0.2, -0.3], [0.1, 0.0, -0.1], [0.1, 0.2, 0.0], [-0.3, 0.0, 0.3], [0.2, -0.2, -0.2], [-0.3, 0.2, 0.4], [0.0, -0.3, -0.3], [-0.2, -0.3, 0.2], [0.2, 0.1, -0.1], [-0.8, -0.1, 0.0], [0.3, 0.1, 0.0], [0.4, -0.6, -0.1], [-0.2, 0.3, 0.0], [0.1, 0.1, -0.1], [-0.1, 0.1, 0.0], [0.1, 0.1, 0.1], [-0.1, -0.1, 0.0], [-0.1, -0.1, 0.0], [0.1, 0.1, 0.0], [0.0, 0.0, 0.1], [0.1, 0.0, -0.1], [0.1, 0.1, 0.0], [-0.1, -0.1, 0.0], [0.0, 0.0, 0.1], [0.1, 0.0, 0.0], [0.1, 0.0, -0.1], [0.1, 0.1, 0.0], [0.0, 0.0, 0.1], [0.0, 0.0, 0.0], [0.0, -0.1, 0.0], [0.1, 0.1, -0.1], [-0.1, -0.1, 0.0], [0.0, -0.1, -0.1], [0.1, 0.1, 0.1], [0.0, 0.0, 0.0], [0.0, 0.0, -0.1], [0.0, 0.1, 0.0], [0.2, -0.1, 0.0], [0.0, -0.1, 0.1], [0.1, 0.1, -0.1], [-0.1, 0.1, 0.1], [0.0, 0.1, 0.0], [0.0, 0.0, 0.1], [0.0, 0.0, 0.0], [0.2, 0.0, -0.1], [-0.1, 0.0, 0.0], [0.0, -0.1, 0.0]]
}